# 1
{"formula": "C10H16O", "method": "the ωB97M-V functional and the def2-TZVPD basis", "symbols": ["C", "C", "C", "C", "C", "C", "C", "O", "H", "H", "H", "H", "H", "H", "H", "H", "C", "C", "C", "H", "H", "H", "H", "H", "H", "H", "H"], "coordinates": [[1.603, -0.322, 3.069], [2.604, -1.522, -0.420], [2.685, -0.885, 0.874], [1.337, -1.870, -0.921], [1.535, -0.885, 1.662], [0.229, -1.964, -0.124], [0.334, -1.446, 1.237], [1.180, -2.101, -2.294], [3.420, -1.754, -1.096], [3.560, -0.433, 1.312], [1.930, -2.639, -2.568], [-0.770, -2.209, -0.480], [0.746, -0.618, 3.681], [1.751, 0.763, 3.130], [-0.490, -1.559, 1.937], [2.437, -0.769, 3.613], [-1.720, 2.097, -1.526], [-2.587, 2.869, -0.518], [-2.108, 0.646, -1.493], [-0.682, 2.275, -1.279], [-1.916, 2.498, -2.527], [-3.638, 2.829, -0.802], [-2.433, 2.444, 0.476], [-3.148, 0.512, -1.786], [-2.296, 3.915, -0.422], [-1.938, 0.166, -0.533], [-1.626, -0.039, -2.203]], "forces_ev_per_angstrom": [[0.2, -0.3, 0.4], [-0.1, 0.0, -0.7], [-0.8, -0.4, 0.3], [-0.2, 0.0, 0.3], [0.0, 0.1, 0.4], [-0.5, 0.7, 0.6], [0.2, -0.3, -0.3], [0.0, -0.5, 0.1], [0.4, 0.5, 0.2], [0.4, 0.0, -0.3], [0.1, 0.1, -0.1], [0.3, -0.1, -0.4], [-0.3, 0.3, -0.3], [-0.2, -0.1, -0.2], [0.0, 0.1, -0.1], [0.3, 0.0, -0.1], [-0.7, 0.6, 0.0], [0.5, 0.0, 0.1], [0.0, -1.4, -0.6], [0.4, -0.2, -0.1], [0.2, 0.0, 0.0], [-0.1, -0.1, 0.2], [-0.3, -0.1, 0.0], [-0.5, 0.3, 0.3], [0.0, 0.1, -0.2], [-0.1, 0.2, 0.3], [0.5, 0.6, 0.0]], "mulliken_charge": [-1.340, -0.565, -0.785, 0.539, 0.828, -0.684, -0.791, -0.537, 0.217, 0.372, 0.281, 0.434, 0.315, 0.241, 0.185, 0.324, -0.128, -1.178, -1.060, 0.297, 0.236, 0.318, 0.321, 0.375, 0.326, 0.179, 0.282], "total_charge": -1, "homo_energy_ev": [0.66, -3.35], "s2": 0.762, "e_tot_ev": -12675.46536, "lumo_energy_ev": [3.60, 3.57], "spin_multiplicity": 2}

# 2
{"formula": "C46H43CoN5O3S2Si", "method": "the ωB97M-V functional and the def2-TZVPD basis", "symbols": ["Co", "C", "C", "C", "C", "C", "C", "C", "C", "N", "C", "O", "C", "C", "C", "C", "C", "N", "C", "O", "N", "C", "C", "C", "C", "C", "C", "C", "C", "H", "H", "H", "H", "H", "H", "H", "H", "H", "H", "H", "H", "H", "H", "H", "H", "H", "H", "H", "H", "H", "C", "O", "C", "S", "S", "H", "H", "H", "C", "C", "C", "C", "C", "C", "Si", "C", "C", "C", "C", "C", "C", "C", "C", "C", "C", "C", "C", "H", "H", "H", "H", "H", "H", "H", "H", "H", "H", "H", "H", "H", "H", "H", "N", "C", "C", "C", "N", "H", "H", "H", "H"], "coordinates": [[0.120, -0.358, -0.522], [-1.342, -4.539, -0.864], [-0.741, -4.321, 0.494], [-0.483, -5.447, 1.269], [0.050, -5.349, 2.537], [0.425, -4.102, 3.006], [0.246, -2.958, 2.239], [0.956, -1.731, 2.735], [-0.427, -3.043, 1.004], [-0.856, -1.877, 0.272], [-2.176, -1.872, -0.054], [-3.071, -2.598, 0.362], [-2.515, -0.803, -1.054], [-3.734, -0.622, -1.672], [-3.832, 0.379, -2.632], [-2.726, 1.149, -2.965], [-1.544, 0.913, -2.293], [-1.491, -0.024, -1.360], [-0.227, 1.615, -2.514], [-0.133, 2.504, -3.355], [0.726, 1.131, -1.694], [2.053, 1.639, -1.888], [2.409, 2.916, -1.427], [1.369, 3.887, -0.959], [3.742, 3.317, -1.475], [4.715, 2.501, -2.026], [4.339, 1.286, -2.574], [3.020, 0.844, -2.526], [2.669, -0.453, -3.185], [-1.032, -5.510, -1.251], [-1.025, -3.780, -1.578], [-2.432, -4.513, -0.804], [-0.728, -6.418, 0.855], [0.206, -6.235, 3.142], [0.890, -4.002, 3.981], [0.890, -1.651, 3.822], [0.577, -0.813, 2.311], [2.015, -1.802, 2.467], [-4.561, -1.262, -1.401], [-4.775, 0.549, -3.135], [-2.753, 1.920, -3.723], [0.704, 3.426, -0.238], [0.767, 4.214, -1.810], [1.828, 4.757, -0.488], [4.004, 4.297, -1.091], [5.749, 2.822, -2.057], [5.078, 0.652, -3.051], [3.564, -1.027, -3.420], [2.124, -0.266, -4.115], [2.014, -1.075, -2.585], [-0.247, -2.501, -6.143], [0.643, -3.260, -5.336], [0.602, -3.119, -3.989], [1.787, -3.979, -3.172], [-0.486, -2.015, -3.304], [-1.284, -2.777, -5.949], [0.026, -2.742, -7.169], [-0.136, -1.433, -5.956], [2.396, 3.954, 3.052], [1.123, 4.395, 2.718], [0.202, 3.516, 2.165], [0.518, 2.173, 1.928], [1.791, 1.747, 2.310], [2.725, 2.621, 2.853], [-0.780, 0.962, 1.229], [-2.216, 2.059, 0.612], [-3.524, 1.782, 1.017], [-4.596, 2.564, 0.603], [-4.384, 3.658, -0.223], [-3.094, 3.956, -0.640], [-2.032, 3.160, -0.234], [-1.527, 0.245, 2.854], [-1.446, 1.068, 3.987], [-1.937, 0.673, 5.223], [-2.513, -0.581, 5.376], [-2.614, -1.411, 4.269], [-2.142, -0.992, 3.034], [3.122, 4.640, 3.472], [0.845, 5.430, 2.883], [-0.783, 3.889, 1.908], [2.060, 0.705, 2.213], [3.707, 2.255, 3.131], [-3.718, 0.940, 1.672], [-5.599, 2.315, 0.931], [-5.218, 4.273, -0.541], [-2.910, 4.799, -1.295], [-1.041, 3.407, -0.599], [-0.981, 2.044, 3.920], [-1.859, 1.346, 6.069], [-2.879, -0.903, 6.344], [-3.049, -2.399, 4.359], [-2.277, -1.668, 2.207], [3.023, -0.290, 0.211], [4.120, -1.060, 0.151], [3.708, -2.335, -0.158], [2.317, -2.243, -0.295], [1.914, -0.998, -0.063], [2.972, 0.718, 0.232], [5.097, -0.637, 0.315], [4.316, -3.211, -0.303], [1.616, -3.006, -0.591]], "forces_ev_per_angstrom": [[-0.1, -0.1, 0.1], [0.0, 0.0, 0.0], [0.0, 0.0, 0.0], [0.0, 0.0, -0.1], [0.1, 0.0, 0.2], [0.0, -0.2, -0.1], [0.2, 0.1, -0.2], [0.0, 0.1, 0.1], [-0.3, 0.1, 0.1], [0.1, -0.2, 0.0], [0.1, 0.1, -0.1], [-0.2, -0.1, 0.1], [0.0, 0.0, 0.0], [0.0, 0.0, 0.0], [0.0, 0.0, 0.0], [0.0, 0.0, 0.0], [0.0, 0.0, 0.0], [-0.1, 0.1, 0.1], [-0.1, 0.0, 0.1], [0.0, 0.0, -0.1], [0.1, 0.0, 0.0], [0.0, 0.0, 0.0], [0.0, 0.0, 0.0], [0.1, 0.0, 0.0], [0.0, 0.0, 0.0], [0.0, 0.0, 0.0], [0.0, 0.0, 0.0], [0.0, 0.0, 0.0], [0.0, 0.0, -0.1], [0.0, 0.0, 0.0], [0.0, 0.0, 0.0], [0.0, 0.0, 0.0], [0.0, 0.0, 0.0], [0.0, 0.0, 0.0], [0.1, 0.0, 0.0], [-0.1, 0.0, 0.0], [0.0, 0.0, 0.0], [0.0, 0.0, 0.0], [0.0, 0.0, 0.0], [0.0, 0.0, 0.0], [0.0, 0.0, 0.0], [0.1, 0.0, 0.0], [0.0, 0.0, 0.0], [0.0, 0.0, 0.0], [0.0, 0.0, 0.0], [0.0, 0.0, 0.0], [0.0, 0.0, 0.0], [0.0, 0.0, 0.0], [0.0, 0.0, 0.0], [0.0, 0.0, 0.0], [0.0, 0.0, 0.0], [-0.1, -0.1, 0.0], [0.4, 0.4, -0.1], [-0.2, -0.2, 0.0], [0.1, -0.1, 0.0], [0.0, 0.0, 0.0], [0.0, 0.0, 0.0], [0.0, 0.0, 0.0], [0.0, 0.0, 0.0], [0.0, 0.0, 0.0], [0.0, 0.0, 0.0], [0.0, 0.1, 0.0], [0.0, 0.0, 0.0], [0.0, 0.0, 0.0], [0.0, 0.2, -0.1], [0.0, 0.0, 0.0], [0.0, 0.0, 0.0], [0.0, 0.0, 0.0], [0.0, 0.0, 0.0], [0.0, 0.0, 0.0], [0.0, 0.0, -0.1], [0.2, 0.1, 0.0], [0.0, 0.1, 0.0], [0.0, 0.0, 0.0], [0.0, 0.0, 0.0], [0.0, 0.1, 0.1], [-0.1, -0.1, -0.1], [0.0, 0.0, 0.0], [0.0, 0.0, 0.0], [0.0, 0.0, 0.0], [0.0, 0.0, 0.0], [0.0, 0.0, 0.0], [0.0, 0.0, 0.0], [0.0, 0.0, 0.0], [0.0, 0.0, 0.0], [0.0, 0.0, 0.0], [-0.2, -0.1, 0.0], [0.0, 0.0, 0.0], [0.0, 0.0, 0.0], [0.0, 0.0, 0.0], [0.0, 0.0, 0.0], [0.0, -0.1, 0.0], [0.0, 0.0, 0.0], [0.0, 0.0, 0.0], [0.0, 0.0, 0.0], [0.0, 0.0, 0.1], [0.0, 0.0, 0.0], [0.0, 0.0, 0.0], [0.0, 0.0, 0.0], [0.0, 0.0, 0.0], [0.0, 0.0, 0.0]], "mulliken_charge": [-1.543, -1.387, 1.340, -0.922, -0.967, -0.861, 1.051, -0.962, -0.687, 1.735, -0.218, -0.810, -0.409, -0.337, -1.190, -0.831, -0.038, 1.837, 0.418, -0.786, 1.372, -1.381, 1.377, -1.400, -1.122, -1.104, -0.513, 1.402, -0.544, 0.560, -0.348, 0.288, 0.441, 0.374, 0.461, 0.709, -1.548, 0.490, 0.628, 0.475, 0.626, 0.179, 0.370, 0.492, 0.406, 0.368, 0.418, 0.376, 0.378, -1.063, -0.682, -0.364, 0.529, -0.391, -0.292, 0.311, 0.260, 0.278, -0.872, -0.768, 0.382, 0.337, -0.476, -0.790, 3.655, 0.262, -0.605, -0.857, -0.787, -1.093, 0.378, 0.751, -1.002, -0.755, -0.801, -0.975, -0.560, 0.376, 0.418, 0.356, 0.326, 0.415, 0.346, 0.419, 0.358, 0.444, 0.108, 0.332, 0.427, 0.343, 0.488, 0.761, 0.384, -0.583, -1.568, -0.467, 1.654, -0.447, 0.565, 0.513, 0.353], "total_charge": -1, "homo_energy_ev": [-4.37, -4.37], "e_tot_ev": -129173.04658, "lumo_energy_ev": [1.94, 1.94]}

# 3
{"formula": "C12H21N5O3", "method": "the ωB97M-V functional and the def2-TZVPD basis", "symbols": ["C", "C", "C", "C", "C", "C", "C", "C", "C", "C", "C", "C", "H", "H", "H", "H", "H", "H", "H", "H", "H", "H", "H", "H", "H", "H", "H", "H", "H", "H", "H", "H", "H", "N", "N", "N", "N", "N", "O", "O", "O"], "coordinates": [[-0.444, 2.509, -2.431], [-1.073, 1.207, -1.807], [0.924, 2.840, -1.768], [1.136, 2.366, -0.371], [2.002, 1.532, 0.316], [0.453, 2.344, 1.631], [-0.588, -1.014, -0.802], [-1.461, -1.959, -1.690], [-1.284, -0.834, 0.625], [-1.357, -2.129, 1.507], [-0.141, -2.262, 2.421], [1.171, -2.708, 1.605], [-1.485, 4.003, -1.327], [-2.159, 3.322, -2.617], [-0.281, 2.435, -3.493], [1.689, 2.448, -2.442], [0.970, 3.979, -1.694], [2.810, 1.065, -0.142], [-0.087, 2.440, 2.548], [1.864, 1.218, 2.510], [0.763, 0.632, -1.348], [0.265, -1.559, -0.517], [-0.793, 0.060, 1.129], [-2.278, -0.409, 0.364], [-1.435, -3.083, 0.837], [-2.341, -2.050, 2.063], [0.120, -1.467, 3.103], [-0.299, -3.163, 3.006], [1.421, -2.012, 0.740], [0.712, -3.666, 1.220], [3.159, -3.134, 1.983], [2.746, -2.408, 3.331], [-1.686, -2.419, -3.555], [-1.319, 3.658, -2.280], [0.113, 2.814, 0.482], [1.657, 1.742, 1.658], [-0.149, 0.192, -1.525], [2.342, -3.077, 2.605], [-2.239, 1.172, -1.607], [-2.191, -2.847, -1.296], [-1.227, -1.777, -2.969]], "forces_ev_per_angstrom": [[0.5, 0.5, 2.2], [2.7, 0.4, -0.7], [0.7, 0.7, -0.7], [-1.3, 0.0, 0.9], [-1.3, 2.9, -0.3], [0.1, 0.9, 1.0], [-1.5, 0.5, 0.7], [-0.2, -0.9, 0.9], [-0.5, 1.4, -1.2], [-0.6, 0.4, -1.0], [1.5, -1.4, -0.9], [-1.0, 0.0, 1.8], [0.4, -0.8, -0.3], [-2.6, -0.2, -0.7], [0.1, -0.6, -0.4], [0.3, 0.4, 0.1], [0.2, -1.5, -0.5], [1.6, -0.8, 0.2], [-0.3, 0.2, 0.3], [0.5, 0.0, -0.9], [-0.7, -1.4, 0.1], [1.3, -0.8, -0.5], [-0.2, -1.3, -0.3], [0.3, -0.6, 0.5], [0.1, 1.8, 1.2], [1.3, -0.3, -0.3], [-0.4, 0.7, 0.1], [-0.1, 0.0, 0.6], [0.2, -0.8, 1.4], [1.5, 0.7, -0.1], [-0.3, -0.5, 0.3], [-1.8, -0.4, -1.4], [0.1, 0.3, 1.0], [1.4, 0.7, 0.5], [0.7, -0.3, -0.6], [-0.3, -1.9, 0.2], [-1.2, 0.7, -0.1], [0.2, 1.0, -1.5], [-2.2, -0.8, 0.3], [0.5, 0.9, 0.1], [0.4, 0.4, -1.8]], "mulliken_charge": [0.298, 0.235, -1.053, 0.476, -0.880, -0.574, -0.141, 0.343, -0.057, -0.553, -0.753, -0.099, 0.273, 0.296, 0.445, 0.266, 0.390, 0.476, 0.476, 0.299, 0.198, 0.227, -0.170, 0.521, 0.238, 0.303, 0.434, 0.278, 0.204, 0.227, 0.260, 0.225, 0.374, -0.737, -0.312, -0.031, -0.061, -0.679, -0.621, -0.615, -0.427], "total_charge": 0, "smiles": "NCCCC[C@H](NC(=O)[C@@H](N)Cc1c[nH]cn1)C(=O)O", "homo_energy_ev": -9.02, "e_tot_ev": -26376.32462, "lumo_energy_ev": 0.34}

# 4
{"formula": "C2H3GdO3", "method": "the ωB97M-V functional and the def2-TZVPD basis", "symbols": ["O", "C", "H", "H", "O", "C", "O", "Gd", "H"], "coordinates": [[-2.230, 0.255, 0.063], [-3.069, -0.628, 0.014], [-4.139, -0.370, 0.062], [-2.782, -1.686, -0.104], [3.679, -0.305, 0.017], [2.424, -0.162, -0.017], [2.349, 1.227, -0.028], [0.102, 0.543, -0.012], [3.666, 1.125, 0.005]], "forces_ev_per_angstrom": [[1.0, 0.2, 0.0], [-1.1, -0.6, -0.2], [0.2, -0.1, 0.0], [-0.1, 0.2, 0.1], [-3.2, -1.3, -0.1], [5.6, 1.4, 0.2], [-1.3, 0.2, 0.0], [0.8, 0.7, 0.0], [-1.8, -0.7, 0.0]], "mulliken_charge": [-0.427, 0.121, 0.297, 0.218, -0.197, -0.263, -0.601, 2.331, 0.521], "total_charge": 2, "homo_energy_ev": [-20.19, -19.08], "s2": 16.224, "e_tot_ev": -29077.28655, "lumo_energy_ev": [-10.63, -12.65], "spin_multiplicity": 8}

# 5
{"formula": "CH2NO3S", "method": "the ωB97M-V functional and the def2-TZVPD basis", "symbols": ["C", "N", "O", "O", "O", "S", "H", "H"], "coordinates": [[-1.007, 0.011, -0.699], [-1.749, -0.062, 0.417], [-2.874, -0.625, 0.358], [2.420, -0.488, 0.535], [1.194, 0.558, 0.599], [0.397, 1.009, -0.629], [2.821, 0.033, 1.221], [-1.203, -0.434, -1.802]], "forces_ev_per_angstrom": [[-0.1, -0.6, -2.0], [-0.1, 0.4, -1.3], [0.1, -0.4, 0.0], [-0.3, -0.3, -0.9], [0.9, 0.0, 2.3], [-1.1, 0.1, -1.5], [0.8, 0.0, 0.5], [-0.1, 0.7, 2.8]], "mulliken_charge": [-0.122, -0.207, -0.566, -0.433, -0.253, -0.004, 0.297, 0.288], "total_charge": -1, "smiles": "[O-]/N=C/SOO", "homo_energy_ev": [-3.33, -3.33], "e_tot_ev": -19532.25723, "lumo_energy_ev": [3.65, 3.65]}

# 6
{"formula": "C3H2FNS", "method": "the ωB97M-V functional and the def2-TZVPD basis", "symbols": ["C", "C", "C", "H", "H", "N", "F", "S"], "coordinates": [[0.647, -0.536, 0.447], [-0.717, -0.451, -0.436], [1.568, 0.651, -0.023], [0.717, -0.802, 1.477], [-0.585, -0.635, -1.446], [1.843, 1.844, -0.084], [1.385, -1.568, -0.090], [-2.156, 0.291, 0.090]], "forces_ev_per_angstrom": [[1.1, 0.6, -4.1], [-1.7, 3.0, 4.8], [-1.0, 7.1, 1.7], [-1.0, 1.0, 1.1], [0.5, -0.8, -1.9], [-1.1, -7.3, 0.0], [0.0, -1.7, -0.6], [3.2, -1.9, -0.9]], "mulliken_charge": [0.326, -0.396, 0.148, 0.312, 0.356, -0.377, -0.261, -0.108], "total_charge": 0, "smiles": "N#C[C@H](F)C=S", "homo_energy_ev": -9.80, "e_tot_ev": -18182.89755, "lumo_energy_ev": -1.69}

# 7
{"formula": "C8H8BrNO2", "method": "the ωB97M-V functional and the def2-TZVPD basis", "symbols": ["C", "C", "C", "C", "C", "C", "C", "C", "N", "O", "O", "Br", "H", "H", "H", "H", "H", "H", "H", "H"], "coordinates": [[-2.516, -1.206, -1.023], [-2.224, 0.149, -1.069], [-1.517, -2.107, -0.685], [-0.958, 0.610, -0.780], [-0.247, -1.660, -0.392], [0.069, -0.290, -0.437], [1.348, 1.154, 2.378], [1.407, 0.138, -0.150], [1.944, 1.432, -0.337], [1.191, 2.353, -0.623], [3.152, 1.562, -0.209], [2.781, -1.105, 0.142], [-3.510, -1.558, -1.252], [-2.995, 0.858, -1.334], [-1.728, -3.165, -0.655], [-0.752, 1.665, -0.833], [0.513, -2.382, -0.133], [0.473, 1.755, 2.234], [1.253, 0.183, 2.820], [2.316, 1.613, 2.338]], "forces_ev_per_angstrom": [[0.0, 0.0, 0.0], [-0.1, -0.1, 0.0], [-0.1, 0.0, 0.0], [0.0, 0.1, -0.1], [0.1, -0.1, 0.0], [-0.2, 0.2, -0.1], [-0.1, -0.3, -0.3], [0.4, -0.8, 0.9], [0.5, 0.8, -0.3], [-0.1, 0.1, 0.0], [0.0, 0.4, -0.1], [-0.2, -0.4, 0.0], [-0.1, 0.0, 0.0], [0.0, 0.1, 0.0], [0.0, -0.1, 0.0], [0.0, 0.0, 0.0], [0.0, 0.0, 0.0], [-0.2, 0.1, -0.1], [0.0, -0.2, 0.1], [0.2, 0.1, -0.1]], "mulliken_charge": [-0.396, -0.583, -0.678, -0.427, -0.550, 1.379, -0.876, -0.607, 1.147, -0.671, -0.620, -0.070, 0.394, 0.387, 0.386, 0.488, 0.306, 0.323, 0.336, 0.331], "total_charge": 0, "homo_energy_ev": [-8.48, -8.97], "e_tot_ev": -84047.16183, "lumo_energy_ev": [-0.19, -2.10]}